(1)
# C4H4N2O

C4H4N2O in the gas phase (ωB97M-V/def2-TZVPD, the Open Molecules 2025 dataset).

Summary:
* charge: 0
* structure (SMILES): O=C=C1CN=CN1
* ΔE to the lowest compared entry with this formula, charge and spin: 226.33 kJ/mol
* LUMO level: 0.5 eV
* E_HOMO: -8.15 eV

Each line ends with the natural charge from an NBO analysis.
CARTESIAN COORDINATES (ANGSTROEM)
O (-0.3072, 2.2366, -1.8959)  -0.45
C (-0.3096, 1.2029, -1.3470)  0.68
C (-0.2085, 0.0533, -0.7239)  -0.20
C (1.1516, -0.0773, -0.0864)  -0.24
N (0.8176, -0.4952, 1.2961)  -0.45
C (-0.4245, -0.8061, 1.2948)  0.25
N (-1.1317, -0.6609, 0.0973)  -0.60
H (1.6028, 0.9121, -0.3441)  0.20
H (1.8678, -0.7888, -0.5079)  0.20
H (-0.9453, -1.2387, 2.1507)  0.20
H (-2.1053, -0.3868, 0.1266)  0.40

---

(2)
# C4H6O2

C4H6O2 in the gas phase (ωB97M-V/def2-TZVPD, the Open Molecules 2025 dataset).

Summary:
* charge: 0
* structure (SMILES): C[C@]1(C=O)CO1
* ΔE to the lowest compared entry with this formula, charge and spin: 392.50 kJ/mol
* LUMO level: 0.9 eV
* E_HOMO: -9.40 eV

Each line ends with the natural charge from an NBO analysis.
CARTESIAN COORDINATES (ANGSTROEM)
C (-1.4206, -0.3211, -0.5371)  -0.67
C (-0.1959, -0.2555, 0.3648)  0.26
O (0.4247, -1.3630, 0.7940)  -0.46
C (0.2200, 1.0350, 0.9005)  0.35
C (1.3984, -0.4082, -0.1685)  -0.19
O (-0.0659, 2.0690, 0.3335)  -0.59
H (-1.1288, 0.1888, -1.4523)  0.25
H (-1.7559, -1.3400, -0.7677)  0.24
H (-2.2745, 0.2438, -0.1340)  0.24
H (0.8881, 0.9317, 1.7779)  0.13
H (1.4368, -0.5321, -1.2602)  0.20
H (2.4736, -0.2484, 0.1492)  0.24

---

(3)
# C15H14N2S

C15H14N2S in the gas phase (ωB97M-V/def2-TZVPD, the Open Molecules 2025 dataset).

Summary:
* charge: 0
* structure (SMILES): CCCC#C/C=C1/Cn2c(nc3ccccc32)S1
* ΔE to the lowest compared entry with this formula, charge and spin: 162.65 kJ/mol
* LUMO level: 0.4 eV
* E_HOMO: -7.91 eV

Each line ends with the natural charge from an NBO analysis.
CARTESIAN COORDINATES (ANGSTROEM)
C (1.5568, 2.0152, 0.6288)  -0.08
C (2.4130, 1.8165, 1.5433)  0.06
N (-0.8613, -3.0218, -0.7800)  -0.49
S (0.8196, -0.8041, -0.1031)  0.35
C (-0.5546, -1.7161, -0.7974)  0.25
C (0.5138, 1.9137, -0.3493)  -0.29
C (0.1282, 0.7111, -0.7963)  -0.11
C (-4.1127, -4.0048, -2.3977)  -0.21
C (-4.5990, -2.6524, -2.8117)  -0.24
C (-2.9097, -4.2690, -1.7241)  -0.24
C (-3.6105, -1.6049, -2.6659)  -0.23
C (-2.1186, -3.1026, -1.4109)  0.14
C (-2.4302, -1.7906, -1.9484)  0.08
N (-1.3832, -0.9412, -1.5149)  -0.37
C (-0.9343, 0.4478, -1.8497)  -0.25
C (3.5607, 3.7017, 3.5512)  -0.61
C (3.6055, 1.5783, 2.3388)  -0.49
C (3.6109, 2.1909, 3.7257)  -0.38
H (0.1003, 2.8111, -0.8191)  0.23
H (-4.6533, -4.9355, -2.7486)  0.21
H (-5.5879, -2.4926, -3.3490)  0.23
H (-2.7082, -5.2835, -1.4232)  0.23
H (-3.7389, -0.5621, -2.8527)  0.20
H (-1.7179, 1.2337, -2.0224)  0.24
H (-0.4765, 0.2695, -2.8451)  0.22
H (4.4103, 4.0929, 3.1085)  0.20
H (3.6224, 4.0705, 4.5198)  0.21
H (2.6145, 4.0292, 3.0369)  0.22
H (3.7740, 0.5043, 2.3309)  0.24
H (4.4630, 2.1444, 1.8532)  0.23
H (2.7247, 1.8657, 4.2778)  0.20
H (4.4792, 1.7846, 4.2947)  0.21

---

(4)
# C4H9O3Rh

A molecular structure, C4H9O3Rh (ωB97M-V/def2-TZVPD, the Open Molecules 2025 dataset).

Summary:
* charge: +2
* 2S+1: 5
* <S²>: 6.01
* LUMO level (alpha / beta): -8.8 / -12.3 eV
* E_HOMO (alpha / beta): -17.51 / -17.98 eV

Each line ends with the natural charge from an NBO analysis.
CARTESIAN COORDINATES (ANGSTROEM)
O (-0.9441, -0.3038, -0.5081)  -0.62
C (0.2949, 0.1341, -0.0744)  -0.08
C (0.2040, 0.8831, 1.2534)  -0.42
C (1.5552, 1.4318, 1.7192)  -0.49
C (2.5535, 0.3591, 2.0394)  0.44
O (3.7152, 0.3654, 1.6964)  0.02
H (-4.1045, -1.8148, -2.4405)  0.56
H (0.7756, 0.8050, -0.8159)  0.20
H (0.9920, -0.7215, 0.0538)  0.18
H (-0.2157, 0.2134, 2.0213)  0.24
H (-0.4998, 1.7214, 1.1447)  0.27
H (1.9926, 2.1254, 0.9871)  0.28
H (2.1608, -0.4832, 2.6570)  0.31
H (1.4089, 1.9903, 2.6604)  0.33
Rh (-1.8164, -0.7324, -1.8976)  1.19
O (-3.3437, -1.3726, -2.8487)  -0.96
H (-3.5500, -1.2013, -3.7756)  0.55

---

(5)
# C4H16N2O2

3 unconnected molecules or ions with the total composition C4H16N2O2 (ωB97M-V/def2-TZVPD, the Open Molecules 2025 dataset).

Summary:
* charge: 0
* structure (SMILES): CN(C)CCN.O.O
* ΔE to the lowest compared entry with this formula, charge and spin: 167.80 kJ/mol
* LUMO level: 0.7 eV
* E_HOMO: -8.40 eV

Each line ends with the natural charge from an NBO analysis.
CARTESIAN COORDINATES (ANGSTROEM)
N (-2.0250, 0.8658, -1.7527)  -0.86
C (-0.6534, 0.3934, -2.0429)  -0.23
C (0.3947, 1.4685, -1.8002)  -0.22
N (0.9673, 1.5569, -0.4969)  -0.47
C (0.2284, 1.9772, 0.6664)  -0.39
C (2.3605, 1.9738, -0.3928)  -0.41
H (-2.6144, 0.3746, -2.4096)  0.36
H (-2.4161, 0.7591, -0.8288)  0.36
H (-0.7362, 0.0661, -3.0729)  0.20
H (-0.2670, -0.4509, -1.4132)  0.18
H (-0.0011, 2.3911, -2.2520)  0.17
H (1.2090, 1.2886, -2.5136)  0.20
H (0.4571, 1.4107, 1.5810)  0.17
H (0.3234, 3.0292, 0.9935)  0.17
H (-0.8244, 1.7874, 0.4464)  0.20
H (2.9067, 1.4001, 0.4005)  0.18
H (2.7166, 2.9929, -0.2718)  0.18
H (2.8228, 1.5494, -1.2959)  0.20
H (-1.5370, -6.2078, 2.9430)  0.46
H (-0.9072, -5.1417, 3.7341)  0.47
O (-1.4519, -5.9279, 3.8506)  -0.93
H (0.6620, -0.6032, 1.8063)  0.46
H (1.0756, -0.8958, 0.4517)  0.47
O (0.3263, -1.0702, 1.0492)  -0.93

---

(6)
# C4H4N2O

2 unconnected molecules or ions with the total composition C4H4N2O (ωB97M-V/def2-TZVPD, the Open Molecules 2025 dataset).

Summary:
* charge: 0
* ΔE to the lowest compared entry with this formula, charge and spin: 557.43 kJ/mol
* LUMO level (alpha / beta): -1.0 / -0.3 eV
* E_HOMO (alpha / beta): -8.40 / -8.71 eV

Each line ends with the natural charge from an NBO analysis.
CARTESIAN COORDINATES (ANGSTROEM)
C (1.2952, -1.7012, -0.3697)  0.16
C (-1.5682, -0.2776, 1.5295)  0.01
C (0.3682, 1.6729, -1.0032)  -0.01
C (0.5690, -0.5753, -0.2757)  -0.06
N (1.8816, -2.6797, -0.3411)  -0.28
N (-1.7923, 0.5348, 2.2609)  -0.27
O (0.9894, 0.5361, -0.9355)  -0.33
H (0.9109, 2.4969, -1.4876)  0.20
H (-0.6213, 1.6104, -0.5622)  0.16
H (-1.5635, -1.2820, 1.0803)  0.26
H (-0.4690, -0.3353, 0.1044)  0.18

---

(7)
# C4HNO2

C4HNO2 in the gas phase (ωB97M-V/def2-TZVPD, the Open Molecules 2025 dataset).

Summary:
* charge: 0
* ΔE to the lowest compared entry with this formula, charge and spin: 339.90 kJ/mol
* LUMO level: -0.8 eV
* E_HOMO: -9.91 eV

Each line ends with the natural charge from an NBO analysis.
CARTESIAN COORDINATES (ANGSTROEM)
C (0.7502, -0.9168, -0.2655)  0.22
C (-0.4377, -0.5566, -0.7119)  -0.47
C (0.0405, 1.6916, 1.2359)  0.27
C (-1.4559, 0.2155, -0.6524)  0.70
N (0.8199, 0.8413, 1.1080)  -0.24
O (-2.4856, 0.7354, -0.7904)  -0.43
O (1.4578, -0.2436, 0.6950)  -0.26
H (1.3108, -1.7667, -0.6188)  0.22

---

| no. | largest force on an atom (eV/A) | DFT total energy (eV) |
| --- | --- | --- |
| 1 | 1.6 | -9238.1421 |
| 2 | 3.2 | -8336.3932 |
| 3 | 5.9 | -29594.1828 |
| 4 | 5.1 | -13421.0440 |
| 5 | 2.8 | -11481.2323 |
| 6 | 5.5 | -9234.7106 |
| 7 | 1.9 | -9743.1712 |